The following is a DFT calculation (ωB97M-V with the def2-TZVPD basis set) of a single C2H5N3S molecule at a distorted geometry.

Calculated values
Energy relative to the best compared isomer or geometry (same formula, charge and spin)   41.3 kcal/mol
LUMO   0.35 eV
HOMO   -9.0016 eV
HOMO-LUMO gap   9.35 eV
Electronic energy   -17459.322 eV
Structure (SMILES)   [H]/N=C(N)/C=N\S

```
11
Properties=species:S:1:pos:R:3:lowdin_charge:R:1
C 0.8809 -0.0455 -0.0248 -0.498
C -0.1534 -1.0517 0.1901 -0.268
H -0.2291 1.4991 0.8229 0.075
H 1.2231 2.0003 -0.0207 0.111
H 2.7098 0.1933 -0.5890 0.047
H 0.2862 -2.0545 0.2918 0.111
H -3.5266 -0.3549 -0.3547 -0.137
N 0.5274 1.2685 0.1655 0.092
N 2.0385 -0.5780 -0.3954 0.107
N -1.4354 -1.1492 0.1501 -0.334
S -2.3216 0.2726 -0.2359 0.694
```

***

The following is a DFT calculation (ωB97M-V with the def2-TZVPD basis set) of 9 unconnected molecules or ions with the total composition C46H81BBr18N5O4P at a distorted geometry.

Calculated values
Energy relative to the best compared isomer or geometry (same formula, charge and spin)   297.6 kcal/mol
LUMO   -0.81 eV
HOMO   -7.4940 eV
HOMO-LUMO gap   6.69 eV
Electronic energy   -1335374.634 eV

```
156
Properties=species:S:1:pos:R:3:lowdin_charge:R:1
C 1.3367 -1.0779 1.0499 -0.169
C 0.0834 -1.4805 0.0874 -0.254
C 0.2513 -0.6134 -1.2605 -0.260
C -0.5759 -1.2050 -2.4992 -0.266
N -2.0500 -1.3246 -2.2783 -0.033
C -2.8283 -0.4195 -3.1212 -0.136
C -3.5390 0.8735 -2.5481 -0.248
P -3.3670 1.1148 -0.6987 0.930
C -4.4074 -0.3355 0.0450 -0.273
C -4.2033 2.6392 0.0110 -0.458
C -3.8335 2.6562 1.6092 -0.187
C -4.2790 1.7665 -3.5979 -0.126
C -4.9836 3.1197 -3.1421 -0.143
C -6.4244 2.7205 -2.5064 -0.179
O -7.2015 1.9579 -3.1661 -0.019
C -4.3716 1.3979 -5.1242 -0.037
C -5.1881 2.3181 -6.1843 -0.109
C -4.2145 3.4224 -6.8617 -0.337
C -3.2250 4.3689 -6.0032 -0.063
N -4.1656 3.6063 -8.1780 0.084
C -3.6627 0.0882 -5.6941 -0.103
N -3.7939 -0.1147 -7.1111 0.148
C -3.1386 -1.3502 -7.4308 -0.031
B -3.2242 -1.7323 -9.0360 -0.467
O -2.8150 -0.6992 -9.9534 0.113
O -3.6449 -3.0351 -9.4854 -0.039
C -5.0666 -3.2557 -9.2293 -0.202
C -5.1787 -4.5899 -8.3095 -0.073
C -2.4025 -2.3228 -6.4604 -0.119
C -1.7254 -3.7377 -6.8926 -0.075
C -2.5328 -4.8957 -6.1166 -0.196
N -1.7345 -5.7148 -5.1525 -0.097
C -1.1645 -4.9169 -4.0267 -0.249
C -0.5566 -5.8418 -2.8298 -0.090
C -2.7221 -6.6325 -4.4821 -0.385
C -3.8854 -6.1327 -3.4992 -0.026
O -2.6318 -7.8885 -4.6569 0.031
N -2.2728 -2.0251 -5.0658 0.141
C -2.9171 -0.8009 -4.6686 -0.075
H 1.0998 -1.3301 2.1420 0.001
H 2.2781 -1.6430 0.7030 0.033
H 1.5656 0.0417 0.8887 0.036
H -0.9074 -1.1381 0.5709 0.095
H 0.0744 -2.6208 -0.0993 0.095
H 0.0147 0.5037 -1.1260 0.110
H 1.3750 -0.6691 -1.5416 0.035
H -0.1670 -2.2370 -2.8459 0.013
H -0.4281 -0.5078 -3.4106 0.113
H -2.3311 -1.3350 -1.2943 0.049
H -3.7285 -1.2405 0.2960 0.041
H -5.1712 -0.6082 -0.7618 0.051
H -4.9027 -0.0409 1.0364 0.036
H -3.7957 3.6519 -0.3781 0.078
H -5.3638 2.6139 -0.0015 0.068
H -4.2344 3.6210 2.1089 0.081
H -4.3978 1.7852 2.0996 0.054
H -2.7145 2.4944 1.7863 0.067
H -4.3532 3.7770 -2.4366 0.098
H -5.2543 3.8308 -4.0181 0.109
H -6.8191 3.1220 -1.5103 0.113
H -6.0802 2.8338 -5.6551 0.110
H -5.6040 1.6806 -7.0470 0.105
H -3.5174 5.4708 -6.1302 0.082
H -2.1534 4.2570 -6.4013 0.087
H -3.2097 4.1154 -4.8895 0.048
H -4.8352 2.9735 -8.6505 0.037
H -3.2081 -0.8372 -10.8457 0.113
H -5.5639 -3.4341 -10.2465 0.131
H -5.4893 -2.3647 -8.6500 0.126
H -6.2562 -5.0007 -8.3309 0.084
H -4.9567 -4.2955 -7.2218 0.067
H -4.4752 -5.4189 -8.6868 0.090
H -1.6308 -3.8761 -8.0160 0.115
H -0.6477 -3.6915 -6.4749 0.085
H -2.9842 -5.6417 -6.8792 0.124
H -3.4515 -4.4197 -5.5897 0.102
H -0.2846 -4.2399 -4.3630 0.093
H -1.9240 -4.2151 -3.5341 0.103
H -1.2811 -5.7626 -1.9328 0.073
H 0.4236 -5.3549 -2.4593 0.005
H -0.3750 -6.9264 -3.1419 0.086
H -4.3053 -5.0956 -3.7557 0.075
H -3.5394 -6.0691 -2.3957 0.089
H -4.7957 -6.8481 -3.4887 0.097
Br 1.0197 -1.4147 4.9216 0.633
C 2.5682 -2.2430 5.7636 -0.679
C 3.8539 -1.5650 5.3544 -0.702
Br 4.4012 -2.0926 3.5568 0.637
H 2.5400 -3.3022 5.5065 0.053
H 2.3990 -2.1287 6.8363 0.029
H 4.6747 -1.8801 6.0017 0.057
H 3.7898 -0.4766 5.3603 -0.001
Br 3.1932 1.7541 -2.6647 0.660
C 3.6587 2.6827 -1.0145 -0.666
C 4.8491 2.0381 -0.3392 -0.724
Br 4.3332 0.3870 0.5783 0.602
H 2.7636 2.6949 -0.3933 -0.009
H 3.8966 3.7034 -1.3205 0.066
H 5.2444 2.6876 0.4430 0.045
H 5.6488 1.7848 -1.0319 0.025
Br 1.9595 0.5585 8.4289 0.636
C 3.8592 0.3103 8.7877 -0.654
C 4.6326 1.5863 8.5643 -0.659
Br 4.9034 1.9283 6.6632 0.670
H 4.1963 -0.5141 8.1586 0.042
H 3.9126 0.0078 9.8355 0.002
H 5.6370 1.5045 8.9837 0.052
H 4.1419 2.4673 8.9787 0.052
Br 1.7814 2.5190 5.1914 0.573
C 3.0272 2.5156 3.6949 -0.701
C 2.9811 3.8236 2.9460 -0.653
Br 1.4015 3.9306 1.8090 0.622
H 2.7784 1.6532 3.0751 0.030
H 4.0109 2.3632 4.1429 -0.001
H 3.8291 3.9071 2.2633 0.050
H 2.9610 4.6956 3.6005 0.052
Br 1.9901 -3.1400 -2.2306 0.823
C 3.2607 -3.1733 -3.7080 -0.626
C 3.2423 -1.8727 -4.4717 -0.669
Br 1.6828 -1.7588 -5.6365 0.649
H 3.0119 -4.0388 -4.3229 0.058
H 4.2350 -3.3323 -3.2424 0.061
H 4.1022 -1.8070 -5.1408 0.061
H 3.2221 -0.9939 -3.8263 0.001
Br 0.3348 1.7293 11.6387 0.589
C 0.0103 -0.1922 11.6230 -0.699
C 0.7247 -0.8739 12.7621 -0.675
Br 2.6295 -1.0538 12.3862 0.620
H 0.3145 -0.5596 10.6424 0.008
H -1.0710 -0.2985 11.7264 0.060
H 0.3623 -1.8956 12.8896 0.059
H 0.6343 -0.3413 13.7090 0.053
Br 6.5148 0.6171 0.7220 0.583
C 8.3322 1.3383 0.5025 -0.615
C 9.2312 0.3581 -0.2130 -0.704
Br 9.8024 -1.0762 0.9778 0.590
H 8.6925 1.6056 1.4977 0.047
H 8.2066 2.2484 -0.0908 0.058
H 10.1549 0.8431 -0.5354 0.050
H 8.7557 -0.1139 -1.0742 0.048
Br 0.7072 7.9785 1.0600 0.592
C -0.9748 7.2571 1.7298 -0.701
C -1.1634 7.5752 3.1926 -0.690
Br -0.0669 6.4186 4.3138 0.593
H -0.9688 6.1873 1.5186 0.030
H -1.7492 7.7375 1.1289 0.057
H -2.1917 7.3768 3.5002 0.057
H -0.9053 8.6033 3.4474 0.051
Br 6.1736 -0.1705 12.2811 0.586
C 6.1153 1.1217 13.7383 -0.677
C 4.9908 2.1095 13.5468 -0.689
Br 5.4440 3.4451 12.2009 0.609
H 7.0983 1.5903 13.7877 0.053
H 5.9555 0.5272 14.6395 0.061
H 4.8172 2.6771 14.4628 0.061
H 4.0566 1.6439 13.2308 0.019
```

***

The following is a DFT calculation (ωB97M-V with the def2-TZVPD basis set) of a single C6H9BrClN3 molecule at a distorted geometry.

Calculated values
Energy relative to the best compared isomer or geometry (same formula, charge and spin)   66.8 kcal/mol
LUMO   -0.01 eV
HOMO   -8.1871 eV
HOMO-LUMO gap   8.18 eV
Electronic energy   -93398.325 eV
Structure (SMILES)   CN1[C@@H](Br)C(Cl)=NN1C1CC1

```
20
Properties=species:S:1:pos:R:3:lowdin_charge:R:1
C -2.2263 1.0764 -0.2896 -0.920
C 2.4046 0.2871 0.8965 -0.067
C 1.4910 1.1787 1.7814 -0.088
C -1.9307 -0.1023 -1.1267 -0.446
C 0.8387 0.1164 0.9759 -0.360
C 0.2370 -1.3149 -1.5447 -0.034
N -1.2651 1.5181 0.4123 0.174
N -0.6312 -0.3029 -0.9945 -0.200
N 0.0128 0.6021 -0.0669 0.005
Cl -3.7507 1.7711 -0.2869 0.750
Br -2.8485 -1.7142 0.2435 0.199
H 2.9239 0.5317 -0.0604 0.106
H 2.6587 -0.5994 1.5213 0.101
H 1.6114 0.9492 2.7652 0.068
H 1.2382 2.1611 1.2755 0.133
H -2.6898 -0.4112 -1.9728 0.140
H 0.5035 -0.8398 1.4678 0.151
H -0.1690 -1.7057 -2.3954 0.047
H 1.3611 -1.0233 -1.7880 0.141
H 0.2303 -2.1782 -0.8135 0.101
```

***

The following is a DFT calculation (ωB97M-V with the def2-TZVPD basis set) of a single C5H6 molecule at a distorted geometry.

Calculated values
Energy relative to the best compared isomer or geometry (same formula, charge and spin)   49.9 kcal/mol
LUMO   1.14 eV
HOMO   -9.9061 eV
HOMO-LUMO gap   11.05 eV
Electronic energy   -5279.034 eV
Structure (SMILES)   C#CCC=C

```
11
Properties=species:S:1:pos:R:3:lowdin_charge:R:1
C -1.7943 -0.8818 -0.2898 -0.040
C -0.4825 -0.9993 -0.0439 -0.188
C 0.5669 0.0339 -0.5495 -0.238
C 1.2249 0.8829 0.4469 -0.152
C 1.7379 1.7337 1.1633 0.096
H -2.5364 -1.5198 0.1809 0.039
H -2.2878 0.0437 -0.8405 0.101
H -0.0825 -1.9914 0.4999 0.141
H 0.1049 0.6572 -1.3212 0.111
H 1.3873 -0.4498 -1.0643 0.102
H 2.1616 2.4906 1.8183 0.028
```

***

| no. | M (g/mol) |
| --- | --- |
| 1 | 103.2 |
| 2 | 2248.2 |
| 3 | 238.5 |
| 4 | 66.1 |